Density functional theory data (wB97M-V/def2-TZVPD) for an isolated molecule of C3H2BrNO2.

Kohn-Sham gap   9.6940 eV
Relative energy (zero: lowest compared OMol25 entry of this formula, charge and spin)   1.115 eV
SMILES   O=C1CC(=O)N1Br
Energy   -2894.707074 hartree

```
9
Properties=species:S:1:pos:R:3:forces:R:3:mulliken_charge:R:1
C 1.0467 0.3619 -0.1143 1.2327 0.2050 1.5851 0.45
C -1.0318 -0.2421 0.0949 2.2910 2.2262 -2.4410 0.40
C 0.3116 -0.9337 0.3460 -1.8189 -2.6774 -1.0120 -0.32
N -0.1393 0.9383 -0.5187 -2.6661 -0.2260 0.4464 -0.09
O 2.1872 0.7293 0.0328 -1.3549 -0.3356 -0.7377 -0.55
O -2.1995 -0.2944 0.1185 0.0985 -0.3454 0.4814 -0.43
Br -0.8006 2.6863 -1.0235 1.0702 -1.5667 0.4836 0.02
H 0.4008 -1.9175 -0.2955 0.0619 2.1579 0.8566 0.24
H 0.2249 -1.3280 1.3598 1.0855 0.5621 0.3376 0.27
```
Forces are in eV/Å.